113
Properties=species:S:1:pos:R:3:forces:R:3:mulliken_charge:R:1 method="wB97M-V/def2-TZVPD" charge=+1 homo_energy_ev=-9.721 homo_lumo_gap_ev=7.32 multiplicity=1
C 1.55363 -4.28854 4.78556 0.33 0.36 -0.14 -1.213
C 1.43998 -5.07244 3.41057 -0.01 0.71 0.47 -0.506
C 1.29956 -4.01182 2.23852 -1.06 -0.13 0.35 -0.396
C 0.92060 -4.66792 0.85186 -1.23 -0.21 1.71 -0.967
N 1.49436 -3.98842 -0.35170 0.16 0.19 0.10 0.194
C 1.01058 -2.57029 -0.51776 -0.24 1.90 -0.62 -0.889
C 1.91443 -1.77550 -1.57058 -0.46 0.60 0.00 0.245
C 1.10677 -0.56307 -2.19434 -0.50 -0.90 0.89 -0.822
C 0.83048 0.43378 -1.00655 0.03 -0.44 0.38 -0.112
O 0.75095 1.79158 -1.39724 0.99 -0.69 0.48 -0.441
C 0.95230 2.67862 -0.27261 -1.93 0.37 -0.14 -0.486
C -0.35036 2.54516 0.64444 1.88 1.03 -0.31 -0.575
O -1.46522 2.56728 -0.25116 -0.44 -1.13 1.52 -0.362
C -2.57100 1.90127 0.24417 -2.68 -1.04 -0.17 0.625
C -3.63127 1.58360 -0.73277 -0.47 -0.55 2.02 -1.000
C -4.85146 0.91583 -0.29275 1.14 0.51 1.11 -0.375
C -5.11723 0.52292 1.10236 2.22 0.52 -0.29 0.029
C -6.47361 -0.15719 1.56378 0.04 1.59 -0.04 2.663
C -7.48455 1.08356 1.75929 0.79 -1.19 0.52 -1.710
C -6.26815 -0.76735 2.99546 0.38 0.43 0.08 -1.914
C -7.12462 -1.09066 0.47677 -0.24 -0.45 0.08 -1.702
C -7.10875 -2.63909 0.73439 -0.24 -1.51 -1.35 2.120
C -8.18963 -3.13154 1.81543 0.10 1.48 -0.46 -1.411
C -7.61509 -3.30343 -0.63857 -0.88 1.17 0.38 -1.754
C -5.66785 -3.26821 0.97857 -1.11 -0.61 0.56 -1.572
C -4.03985 0.84507 2.05681 0.23 0.51 -2.18 -0.425
C -2.80602 1.51644 1.62746 -0.89 -0.22 -0.94 -0.585
O 2.32933 -2.73219 -2.55058 0.28 -0.04 1.21 -0.500
C 3.34456 -3.54604 -1.92345 -0.04 -0.08 -0.08 -0.919
C 2.99436 -3.93310 -0.41599 1.34 -0.70 -0.77 0.270
C 3.73614 -5.28899 -0.07305 0.63 1.14 0.12 -1.054
C 4.58104 -5.07927 1.24041 0.41 -1.06 0.05 -0.536
O 5.56474 -4.03809 1.08483 -1.26 0.38 0.28 -0.445
C 5.46057 -3.10802 2.18937 0.77 0.68 0.34 0.412
C 6.41133 -1.86691 2.01339 0.15 -0.06 0.22 -1.281
H 2.26148 -4.79497 5.49896 -0.92 0.40 -0.66 0.321
H 0.54946 -4.13538 5.27058 1.04 -0.31 -0.47 0.343
H 1.97359 -3.25440 4.61013 -0.35 -1.04 0.15 0.317
H 0.52826 -5.72420 3.48791 0.83 0.53 -0.43 0.431
H 2.33079 -5.73665 3.28252 -0.72 0.54 -0.08 0.317
H 2.17430 -3.31597 2.18444 -0.55 -0.80 0.07 0.141
H 0.41717 -3.37481 2.54054 1.00 -0.41 -0.33 0.527
H 1.14529 -5.76171 0.91278 0.19 1.00 -0.63 0.464
H -0.20164 -4.59462 0.75962 1.16 -0.10 -0.16 0.393
H 1.15949 -4.49838 -1.17951 0.20 0.13 0.14 0.460
H 1.05247 -1.98412 0.43505 -0.12 -1.00 -0.52 0.256
H -0.03912 -2.57619 -0.90785 0.84 -0.22 0.48 0.624
H 2.80798 -1.31461 -1.04989 -0.69 -0.66 -0.49 0.324
H 0.10863 -0.99434 -2.49555 1.05 0.64 -0.26 0.317
H 1.64607 -0.10909 -3.06400 -0.43 -0.40 0.90 0.273
H 1.65009 0.32749 -0.22889 -0.56 0.08 -0.67 0.348
H -0.12150 0.08455 -0.49800 0.77 0.49 -0.44 0.037
H 0.98250 3.70673 -0.72321 0.20 -1.05 0.57 0.231
H 1.86507 2.43825 0.32769 -0.60 0.23 -0.61 0.282
H -0.39033 3.42857 1.34411 0.05 -1.03 -0.52 0.524
H -0.22508 1.58931 1.21273 -0.60 0.70 -0.39 0.343
H -3.52927 1.86214 -1.81073 0.05 -0.23 1.20 0.380
H -5.63350 0.72920 -1.06278 0.76 0.16 0.68 0.316
H -7.74986 1.50723 0.76163 0.11 -0.13 0.95 0.380
H -6.94697 1.80535 2.42792 -0.76 -0.29 -0.76 0.460
H -8.37138 0.65703 2.30726 0.58 0.71 -0.70 0.423
H -5.39745 -1.48061 2.99825 -1.04 0.55 0.14 0.368
H -5.99673 0.08902 3.67899 -0.29 -0.92 -0.62 0.571
H -7.19193 -1.21727 3.44163 0.87 0.22 -0.65 0.226
H -8.20974 -0.78942 0.37723 1.03 -0.37 0.13 0.422
H -6.69352 -0.92990 -0.55400 -0.22 -0.04 1.17 0.085
H -8.99867 -3.73429 1.32015 0.96 0.30 0.64 0.341
H -8.70557 -2.18687 2.15869 0.43 -1.16 0.07 0.322
H -7.71929 -3.65619 2.68237 -0.55 0.36 -0.71 0.252
H -7.99452 -4.34607 -0.47642 0.78 0.79 -0.25 0.476
H -6.86586 -3.21427 -1.46358 -0.51 -0.28 0.69 0.396
H -8.52525 -2.70282 -0.94511 0.86 -0.68 0.08 0.408
H -5.55815 -3.46003 2.08209 0.39 0.43 -1.06 0.319
H -4.83109 -2.66859 0.54530 -0.67 -0.41 0.43 0.163
H -5.69884 -4.29598 0.51125 0.31 1.05 0.38 0.461
H -4.10477 0.61251 3.14428 -0.04 0.17 -1.16 0.205
H -2.03509 1.75052 2.39781 -0.84 -0.22 -0.70 0.349
H 4.31989 -2.98189 -1.97891 -0.77 -0.85 0.27 0.299
H 3.38645 -4.50920 -2.50645 0.10 1.08 0.43 0.510
H 3.32921 -3.16873 0.32473 -0.38 -0.47 -0.78 0.377
H 3.06586 -6.18275 -0.04111 0.51 0.76 0.16 0.431
H 4.47343 -5.46893 -0.90382 -0.66 0.08 0.82 0.396
H 3.96744 -4.82377 2.13977 0.17 -0.46 -0.86 0.185
H 5.13147 -6.04160 1.44191 -0.57 0.84 -0.03 0.367
H 4.40813 -2.70831 2.30434 0.85 -0.70 -0.13 -0.130
H 5.77806 -3.65707 3.12046 -0.63 0.53 -0.70 0.382
H 7.26969 -1.94559 2.72802 -0.65 0.03 -0.75 0.327
H 6.83240 -1.77838 0.97564 -0.57 -0.15 0.95 0.297
H 5.87120 -0.91832 2.28794 0.48 -0.94 -0.43 0.330
C 4.34946 5.61828 -1.33844 0.01 -0.02 -0.03 -0.722
C 3.77215 6.92246 -0.80050 0.12 -0.14 -0.21 -0.349
C 3.61928 6.92260 0.72366 -0.41 -0.39 -0.15 -0.577
C 2.69694 5.83603 1.14561 0.33 0.45 0.18 0.257
N 1.98140 4.99692 1.47008 0.11 0.10 -0.09 -0.408
H 3.69372 4.76958 -1.12714 0.03 0.02 0.05 0.070
H 4.46701 5.67536 -2.42214 0.02 0.03 0.06 0.186
H 5.33009 5.41277 -0.90024 -0.04 -0.02 -0.03 0.294
H 2.80144 7.10074 -1.26954 0.06 0.12 0.08 0.284
H 4.42450 7.74664 -1.09226 -0.14 0.03 0.08 0.349
H 3.21630 7.87919 1.06068 -0.03 -0.11 0.09 0.321
H 4.58750 6.77408 1.20679 -0.09 -0.06 0.05 0.310
C 2.58769 6.60042 -6.31707 -0.05 -0.01 -0.03 -1.128
C 3.76172 7.42813 -6.82881 -0.30 -0.11 -0.10 -0.410
C 4.93348 7.47261 -5.84396 -0.37 0.35 0.27 -0.357
C 4.49917 8.08541 -4.56118 0.41 -0.22 -0.31 0.212
N 4.16242 8.56195 -3.57094 0.01 -0.08 -0.20 -0.441
H 2.16449 7.02430 -5.40381 0.07 -0.02 -0.01 0.338
H 1.78993 6.57268 -7.06122 0.05 -0.04 0.03 0.330
H 2.89420 5.57166 -6.10917 -0.04 0.04 0.00 0.297
H 3.41594 8.44390 -7.03741 0.13 -0.02 0.01 0.293
H 4.10906 7.00664 -7.77515 0.10 0.07 0.06 0.310
H 5.75194 8.06346 -6.25897 0.01 -0.01 0.15 0.296
H 5.30832 6.46556 -5.64812 -0.01 0.06 0.08 0.275